Record 1
This record from the Open Molecules 2025 dataset describes a molecular structure, C33H45N9O6PPtSSi2 in a non-equilibrium geometry. The level of theory is ωB97M-V with the def2-TZVPD basis set.

gap between HOMO and LUMO: 0.14240 hartree
energy above the lowest of the compared OMol25 structures with the same formula, charge and spin: 116.0 kJ/mol
HOMO level: -8.92 eV
electronic energy: -3666.5405 a.u.
net charge: +1

Element x y z (Å)
Pt -0.889 -0.463 -0.520
C -0.155 -3.787 0.874
Si -0.865 -2.051 1.292
C -0.036 -1.502 2.945
C -2.789 -2.107 1.557
C -3.205 -3.020 2.517
C -4.549 -3.170 2.814
C -5.490 -2.390 2.163
C -5.078 -1.481 1.206
C -3.735 -1.332 0.877
Si -3.276 -0.144 -0.558
C -4.253 -0.655 -2.131
C -3.785 1.695 -0.292
H -0.728 -4.560 1.376
H 0.864 -3.836 1.237
H -0.136 -4.014 -0.185
H -0.767 -1.505 3.750
H 0.402 -0.512 2.897
H 0.762 -2.190 3.213
H -2.474 -3.628 3.029
H -4.857 -3.898 3.549
H -6.541 -2.503 2.385
H -5.811 -0.884 0.686
H -5.243 -0.205 -2.110
H -4.382 -1.729 -2.229
H -3.757 -0.301 -3.031
H -4.831 1.731 -0.004
H -3.693 2.245 -1.223
H -3.231 2.231 0.468
N -0.673 3.049 -1.364
C -0.655 2.230 -2.429
N -0.490 2.789 -3.617
C -0.448 1.966 -4.685
N -0.251 2.531 -5.881
N -0.596 0.657 -4.611
C -0.770 0.124 -3.390
N -0.767 0.910 -2.255
C -1.046 -1.252 -3.267
C -1.135 -2.099 -4.401
C -1.548 -3.390 -4.262
C -1.928 -3.846 -2.979
C -1.823 -2.990 -1.916
N -1.338 -1.749 -2.019
H -0.673 4.036 -1.554
H -0.999 2.713 -0.476
H -0.230 3.531 -5.953
H -0.307 1.965 -6.708
H -0.891 -1.673 -5.360
H -1.624 -4.045 -5.115
H -2.296 -4.846 -2.837
H -2.162 -3.283 -0.931
C 4.747 1.120 -1.851
C 3.392 0.510 -2.176
O 3.076 -0.429 -1.154
P 1.640 -1.112 -0.852
O 1.569 -2.441 -1.759
C 2.515 -3.503 -1.910
C 3.795 -3.073 -2.605
O 2.006 -1.640 0.629
C 3.228 -1.487 1.360
C 3.907 -2.828 1.576
H 5.003 1.849 -2.610
H 5.512 0.348 -1.824
H 4.719 1.622 -0.887
H 3.430 -0.014 -3.136
H 2.619 1.285 -2.231
H 1.990 -4.261 -2.501
H 2.739 -3.935 -0.930
H 3.554 -2.498 -3.494
H 4.360 -3.955 -2.900
H 4.404 -2.467 -1.940
H 2.951 -1.037 2.319
H 3.902 -0.812 0.831
H 3.298 -3.481 2.194
H 4.854 -2.674 2.084
H 4.098 -3.312 0.623
O 3.747 7.502 4.470
S 3.847 6.118 4.121
O 4.085 5.806 2.738
O 4.357 5.190 5.099
C 2.045 5.535 4.317
N 1.373 6.113 5.254
C 0.098 5.679 5.382
C -0.404 4.682 4.591
C 0.452 4.075 3.624
N 1.721 4.589 3.531
C 0.125 3.007 2.764
C -1.109 2.302 2.783
C -1.336 1.284 1.910
N -0.456 0.920 0.936
C 0.752 1.544 0.944
C 1.079 2.535 1.816
H -0.486 6.172 6.147
H -1.428 4.358 4.694
H -1.875 2.547 3.498
H -2.245 0.706 1.970
H 1.467 1.208 0.205
H 2.056 2.990 1.811

---

Record 2
This record from the Open Molecules 2025 dataset describes 2 unconnected molecules or ions with the total composition CH3N3O3 in a non-equilibrium geometry. The level of theory is ωB97M-V with the def2-TZVPD basis set.

gap between HOMO and LUMO (spin up / spin down): 0.27714 / 0.32763 hartree
energy above the lowest of the compared OMol25 structures with the same formula, charge and spin: 394.9 kJ/mol
HOMO level (spin up / spin down): -8.81 / -9.99 eV
electronic energy: -429.6654 a.u.
net charge: 0

Element x y z (Å)
C -0.063 0.946 -1.223
N 0.014 -0.454 0.637
N 0.614 0.493 -0.131
N 1.076 -2.451 -0.867
O 1.846 -3.026 -1.608
O -1.156 0.514 -1.587
O 0.637 -2.479 0.204
H 0.444 1.837 -1.580
H 0.686 -0.561 1.448
H -0.901 -0.672 0.667

---

Record 3
This record from the Open Molecules 2025 dataset describes 2 unconnected molecules or ions with the total composition C4H14NS. The level of theory is ωB97M-V with the def2-TZVPD basis set.

gap between HOMO and LUMO: 0.32907 hartree
energy above the lowest of the compared OMol25 structures with the same formula, charge and spin: 28.2 kJ/mol
HOMO level: -12.12 eV
electronic energy: -613.4895 a.u.
net charge: +1

Element x y z (Å)
S -1.400 -0.417 0.616
C -1.545 -2.051 1.358
C -3.087 0.145 0.903
H -0.568 -2.555 1.268
H -2.305 -2.662 0.843
H -1.810 -1.987 2.427
H -3.820 -0.504 0.395
H -3.326 0.171 1.979
H -3.181 1.166 0.496
C 2.447 1.153 0.152
C 1.760 0.214 -2.049
N 1.390 1.084 -0.897
H 2.134 1.805 0.984
H 3.380 1.554 -0.278
H 2.649 0.145 0.552
H 2.677 0.593 -2.531
H 1.945 -0.816 -1.701
H 0.952 0.191 -2.800
H 0.511 0.724 -0.469
H 1.197 2.046 -1.247

---

Record 4
This record from the Open Molecules 2025 dataset describes 16 unconnected molecules or ions with the total composition C21H74O16 in a non-equilibrium geometry. The level of theory is ωB97M-V with the def2-TZVPD basis set.

gap between HOMO and LUMO: 0.35757 hartree
energy above the lowest of the compared OMol25 structures with the same formula, charge and spin: 0.0 kJ/mol
HOMO level: -9.38 eV
electronic energy: -2048.3475 a.u.
net charge: 0

Element x y z (Å)
O 8.858 -7.125 15.584
H 8.710 -8.023 15.231
H 9.633 -7.147 16.167
O 9.404 -8.394 12.610
H 9.137 -7.606 13.118
H 8.902 -9.106 13.018
O 7.590 -7.819 20.390
H 7.973 -6.992 20.588
H 7.109 -7.650 19.545
O 8.964 -10.577 19.152
H 9.022 -11.420 19.663
H 8.871 -9.880 19.796
O 4.140 -10.180 16.770
H 4.689 -10.291 17.627
H 3.639 -9.408 16.981
O 4.882 -7.541 15.446
H 5.003 -8.370 14.941
H 5.070 -6.905 14.759
O 5.102 -9.989 14.251
H 4.842 -10.417 15.075
H 4.798 -10.528 13.485
O 6.275 -7.135 17.659
H 7.034 -6.831 17.133
H 5.687 -7.458 16.975
O 5.808 -10.246 19.095
H 6.680 -10.614 18.903
H 5.916 -9.612 19.852
C 6.704 -14.799 21.122
C 7.023 -13.294 20.789
C 6.856 -12.255 21.902
O 8.347 -13.190 20.207
H 5.578 -14.961 21.130
H 7.042 -15.052 22.149
H 7.150 -15.404 20.349
H 6.343 -12.990 20.025
H 7.558 -12.430 22.703
H 5.911 -12.413 22.401
H 6.935 -11.214 21.553
H 9.032 -13.406 20.841
C 5.656 -6.691 11.422
C 5.978 -8.024 10.747
C 5.210 -8.217 9.450
O 7.320 -8.090 10.449
H 4.594 -6.538 11.526
H 6.096 -5.871 10.836
H 6.080 -6.640 12.446
H 5.748 -8.842 11.454
H 5.262 -9.256 9.059
H 5.738 -7.608 8.704
H 4.177 -7.854 9.621
H 7.931 -8.128 11.225
C 8.916 -15.668 15.982
C 9.951 -15.420 17.048
C 10.727 -14.102 16.783
O 9.397 -15.560 18.334
H 8.347 -14.748 15.917
H 8.230 -16.543 16.147
H 9.387 -15.747 14.979
H 10.686 -16.158 16.986
H 10.981 -14.089 15.751
H 11.626 -14.044 17.398
H 10.183 -13.169 17.089
H 8.911 -14.731 18.576
C 5.232 -13.615 10.930
C 5.728 -12.575 11.901
C 7.014 -11.883 11.412
O 4.701 -11.570 12.064
H 5.932 -14.456 10.854
H 4.944 -13.096 10.033
H 4.305 -14.020 11.386
H 5.982 -13.116 12.843
H 6.792 -11.463 10.428
H 7.821 -12.598 11.308
H 7.269 -11.032 12.066
H 3.831 -11.960 12.194
C 13.068 -9.844 13.630
C 13.416 -10.496 14.920
C 14.747 -11.155 14.829
O 13.374 -9.479 15.939
H 13.181 -10.487 12.805
H 13.726 -8.977 13.378
H 12.106 -9.339 13.659
H 12.597 -11.184 15.171
H 15.114 -11.557 15.766
H 15.555 -10.518 14.557
H 14.703 -12.004 14.197
H 14.029 -8.802 15.789
C 7.944 -12.038 15.196
C 8.399 -10.619 15.393
C 9.905 -10.514 15.162
O 7.761 -9.679 14.475
H 8.206 -12.580 16.120
H 8.348 -12.594 14.371
H 6.874 -12.224 15.168
H 8.171 -10.226 16.370
H 10.369 -10.983 16.012
H 10.322 -9.526 15.178
H 10.192 -11.037 14.301
H 6.791 -9.847 14.449
C 11.955 -8.856 19.539
C 11.069 -7.872 18.761
C 11.385 -6.399 19.022
O 11.113 -8.195 17.368
H 13.039 -8.657 19.290
H 11.800 -9.858 19.396
H 11.838 -8.708 20.607
H 9.982 -8.003 19.006
H 10.708 -5.639 18.535
H 12.422 -6.272 18.620
H 11.434 -6.283 20.110
H 11.939 -8.669 17.207

---

Which value of energy above the lowest of the compared OMol25 structures with the same formula, charge and spin does entry 4 give? 0.0 kJ/mol

---

Number 4 is which compound? C21H74O16

---

Which formula does entry 4 have? C21H74O16

---

Which value of electronic energy does entry 4 give? -2048.3475 a.u.